Record 1
CHF2NO3 | ωB97M-V with the def2-TZVPD basis set

```
8
Properties=species:S:1:pos:R:3:forces:R:3:lowdin_charge:R:1
O -1.61540 0.25434 -1.16318 0.2 0.0 0.3 0.128
N -1.05408 0.47079 -0.11683 0.3 0.2 0.1 -0.317
O -1.31647 1.30547 0.70423 0.0 0.0 0.3 0.136
C 0.20727 -0.40585 0.15610 2.3 1.4 -0.3 -0.450
O 1.31447 0.50874 -0.22999 -8.5 0.6 0.2 0.143
F 0.47007 -0.71763 1.41928 -1.0 0.2 0.0 0.170
F -0.10932 -1.54880 -0.46465 1.5 0.7 -0.2 0.162
H 2.10345 0.13293 -0.30496 5.3 -3.2 -0.4 0.028
```
Forces are in eV/Å.

Properties
Frontier orbital gap: 11.8 eV
ΔE to the lowest compared entry with this formula, charge and spin: 30.9 kcal per mole
Strongest force on any atom: 8.5 eV/Å
SMILES: O=[N+]([O-])C(O)(F)F
LUMO energy: -0.29 eV



Record 2
C3H5NO2 | ωB97M-V with the def2-TZVPD basis set

```
11
Properties=species:S:1:pos:R:3:forces:R:3:lowdin_charge:R:1
O -1.21859 0.78139 -1.40089 -0.1 -0.2 -0.1 0.023
C -0.72082 1.29681 -0.27000 0.3 0.1 0.2 -0.187
C 0.38123 0.74872 0.26722 0.2 0.7 -0.6 -0.203
N 0.95461 -0.34541 -0.48061 0.1 -0.2 0.2 0.026
C 0.71398 -1.46700 0.08766 0.2 0.3 -0.3 -0.274
O 0.02499 -1.53535 1.21928 -0.2 0.6 0.0 0.034
H -0.54323 0.11375 -1.65248 -0.4 0.1 -0.3 0.095
H -1.26824 2.15497 0.10880 0.2 -0.1 0.0 0.125
H 0.94335 1.22023 1.06529 -0.1 -0.1 0.0 0.121
H 1.04799 -2.41223 -0.34693 -0.1 0.2 0.3 0.137
H -0.23269 -0.54856 1.29950 -0.1 -1.3 0.5 0.102
```
Forces are in eV/Å.

Properties
Frontier orbital gap: 9.9 eV
ΔE to the lowest compared entry with this formula, charge and spin: 45.0 kcal per mole
Strongest force on any atom: 1.5 eV/Å
SMILES: O/C=C\N=C/O
LUMO energy: 0.91 eV